Record 1
62
Properties=species:S:1:pos:R:3:forces:R:3 method="wB97M-V/def2-TZVPD" total_charge=0 mol_weight_g_mol=448.32 e_lumo_ev=-0.7 orbital_gap_ev=6.628
O -0.919888 -1.971576 5.183910 0.493 -0.564 0.039
O -0.236940 -1.352591 -0.401023 -0.070 0.263 -0.655
O -0.048654 0.497386 -2.015586 -0.153 -0.938 -0.911
O 1.259417 -1.526852 -2.310418 -0.630 0.147 -0.123
O -2.689092 4.900341 -0.717825 -1.051 0.451 0.001
O 2.887787 -0.748556 -0.094378 1.155 0.566 0.043
C -1.302082 -1.955543 -1.115539 0.400 0.546 -0.866
C -1.416712 1.578372 0.189909 0.369 0.047 0.367
C 2.678448 1.130229 -1.401393 -1.215 -0.956 1.672
C 5.199820 -1.317020 -0.463523 1.102 -0.958 -0.445
C -4.073440 4.736357 -0.307262 0.797 -0.603 -0.227
C 0.366068 2.929630 -0.638698 -0.263 0.548 0.346
C 4.069528 -0.425708 -0.608681 -2.128 0.659 0.606
C 0.872639 -1.181735 2.132233 0.130 0.212 1.151
C -1.874460 3.829377 -0.586511 0.412 -1.084 0.018
C -0.460695 -1.137916 4.202371 0.355 0.030 -1.533
C 0.696658 -3.150346 3.811257 0.700 -0.259 0.063
C 0.471291 0.116868 1.834149 0.718 -0.088 0.044
C -0.234969 -3.286894 5.022784 -0.480 0.546 -0.249
C -1.108585 -0.013947 -2.799886 -0.516 0.017 0.263
C -0.025474 1.791583 0.054734 0.224 0.539 0.150
C 3.987292 0.768030 -1.335147 0.991 0.516 -0.872
C 1.879276 0.194509 -0.492872 0.293 0.306 -2.440
C 0.217983 -2.029788 -3.138395 -0.270 -0.571 0.026
C -1.174380 -1.547687 -2.629530 0.436 0.164 -0.034
C 0.443456 -1.760158 3.329001 -0.589 0.303 -0.300
C -2.329287 -2.138926 -3.383675 -0.419 -0.131 -0.192
C -2.343481 2.581883 -0.097653 0.930 0.626 -0.411
C -0.511085 3.945953 -0.967960 -0.983 0.283 0.041
C -0.421769 0.748892 2.732406 0.748 0.649 -0.384
C -0.891083 0.167931 3.900891 0.270 -1.493 0.293
C 1.103879 0.901763 0.639750 -1.354 -0.063 0.795
B 0.588812 -0.634463 -1.375234 1.663 0.235 0.478
H 1.568504 -1.713983 1.493559 -0.265 -0.009 0.068
H 0.298040 -3.496369 5.940682 0.034 0.080 0.242
H -2.060802 0.440625 -2.497860 -0.071 0.060 0.221
H -4.140389 4.476230 0.758692 0.126 0.191 -0.177
H -1.245678 -3.053639 -1.034725 0.018 0.147 -0.066
H -3.408800 2.413572 0.054903 0.428 -0.060 0.062
H -0.967476 0.280549 -3.856920 0.054 -0.361 0.193
H 0.455036 -3.887704 3.053246 -0.039 -0.121 -0.181
H -0.734214 1.777155 2.524789 0.125 -0.446 0.107
H -0.986152 -4.085483 4.863950 0.155 0.682 0.149
H 1.400122 3.066286 -0.939037 -0.294 0.202 0.468
H -2.281117 -1.645249 -0.708524 0.212 0.073 -0.108
H 5.189946 -1.964744 0.404222 -0.412 -0.029 0.170
H 4.835029 1.326669 -1.801368 -0.857 -0.909 0.396
H -1.608663 0.646473 4.537101 -0.190 0.347 0.142
H 2.326844 2.013610 -1.939132 -0.056 -0.857 0.179
H 5.201426 -1.963410 -1.365007 0.125 0.193 0.406
H 1.772531 -3.278491 4.044253 -0.538 -0.067 0.159
H 1.946614 1.479837 1.018860 -0.592 0.804 0.733
H -4.594277 5.671079 -0.501757 0.227 -0.036 -0.066
H 6.153762 -0.778001 -0.442805 -0.304 0.078 -0.182
H 0.377654 -1.720581 -4.190677 -0.160 -0.035 0.336
H -1.819800 0.640853 0.585980 0.432 0.301 -0.131
H 0.243393 -3.123567 -3.096269 0.005 -0.137 -0.132
H -2.275488 -1.961065 -4.463778 0.043 -0.059 0.139
H -4.533450 3.908029 -0.871500 0.031 0.434 0.037
H -3.276154 -1.714856 -3.016128 0.211 -0.058 -0.133
H -0.128296 4.819944 -1.512597 -0.456 -0.267 0.413
H -2.368441 -3.213187 -3.194329 -0.054 -0.084 -0.198



Record 2
68
Properties=species:S:1:pos:R:3:forces:R:3 method="wB97M-V/def2-TZVPD" s_squared=0.77 total_charge=-2 mol_weight_g_mol=1139.54 multiplicity=2 e_lumo_ev="3.7 / 3.7" orbital_gap_ev="3.673 / 5.721"
I -2.218736 -0.686292 -8.435784 -0.165 0.086 0.070
I 2.036319 -0.693008 -4.423959 0.515 -0.224 0.253
Sb -0.745359 -1.000724 3.145107 0.412 -0.079 0.312
Sb 2.134949 -0.620256 0.033793 -0.390 -0.741 0.407
Cd -2.370695 -0.963574 -1.105788 0.559 -0.547 0.191
S -3.878169 -0.051631 0.628470 -0.243 -0.122 0.539
S -3.878078 -3.386992 0.884308 0.386 -0.128 -0.595
S -2.054319 -3.298811 -0.129707 -0.224 -0.165 -0.029
S -3.870800 -1.678007 1.952863 -0.138 0.742 0.390
O -0.492445 -0.719585 -2.450821 -0.334 -0.016 -0.888
O 0.123049 2.010844 0.669418 -0.346 0.338 -0.599
N -3.070551 -0.071865 -2.956276 -0.536 -0.187 -1.069
N -0.357234 2.795778 -0.245336 -0.095 -0.742 0.095
C -0.368043 -0.780112 -6.104146 -0.893 0.032 -0.830
C 4.270308 -1.762644 3.006289 0.512 0.457 -1.367
C 3.897536 -1.707268 -0.689542 -0.378 0.308 0.829
C 2.653370 -1.581269 5.208733 0.447 -0.839 0.964
C 2.308425 -0.841201 4.110331 0.737 0.294 -1.380
C 1.034365 -0.090282 4.154100 -0.297 0.534 1.114
C -4.850311 0.397885 -4.516072 -0.331 -0.250 1.117
C 3.223888 -0.843374 3.001894 -1.045 0.497 0.257
C 2.710583 1.095588 -1.012001 -0.574 0.773 -0.017
C -4.011824 0.070829 -5.583219 -0.882 0.382 -1.813
C -2.232156 -0.393727 -4.054123 -0.478 0.407 1.055
C 4.572647 -2.520120 4.126876 0.155 0.330 -0.544
C -0.987357 3.247888 -2.493192 -0.403 0.126 -0.665
C -0.667847 4.071693 0.072892 0.502 0.264 0.594
C -0.970929 -2.562835 4.661961 -0.669 0.530 0.549
C -4.381361 0.282403 -3.215411 -0.437 -0.230 -0.451
C 3.797502 -2.380464 5.245458 -0.098 -0.856 1.496
C -1.232409 4.567089 -2.207734 -0.085 0.767 0.774
C -0.589236 2.377066 -1.526823 0.119 -1.370 0.911
C 0.001328 -0.801698 -4.775879 1.070 -0.139 -0.862
C -1.710957 -0.591974 -6.392815 0.000 -0.017 0.024
C -0.878667 -0.704025 -3.722368 -0.430 0.659 2.148
C 3.028568 0.156321 1.894839 0.372 -0.358 -0.410
C -1.995988 0.290812 4.325597 -0.360 -0.504 0.366
C -2.678206 -0.320648 -5.388069 0.477 -0.067 0.077
C -1.080671 4.973702 -0.862848 0.105 0.272 -1.391
H -1.797880 -3.214527 4.327605 0.558 0.041 0.145
H 4.067616 -2.957914 6.170057 -0.405 0.674 -0.905
H 4.764172 -1.126815 -0.367559 0.142 -0.137 -0.202
H -1.149666 2.841168 -3.484098 -0.007 0.017 0.030
H -0.038782 -3.100775 4.846008 -0.160 -0.134 -0.213
H -5.919188 0.639817 -4.658571 0.739 -0.076 -0.057
H -1.153988 6.010485 -0.550273 -0.347 -0.128 -0.115
H -0.552205 1.296892 -1.748581 0.525 0.402 0.385
H -0.481157 4.358665 1.104840 -0.029 -0.327 -0.217
H -4.383795 0.162168 -6.618261 0.196 -0.084 0.621
H 3.818240 -1.769714 -1.767891 0.069 -0.049 -0.165
H 5.453114 -3.130509 4.093370 0.220 -0.417 0.172
H 2.282542 1.985815 -0.544539 0.142 -0.111 0.048
H 4.900195 -1.863824 2.076910 -0.619 0.252 1.107
H 3.769824 1.181257 -1.125888 0.806 0.068 0.076
H 0.320319 -0.880622 -6.950963 -0.050 0.000 0.679
H 3.902846 -2.695936 -0.231485 0.142 -0.037 -0.148
H 2.014019 -1.534939 6.087394 0.049 -0.044 -0.061
H -2.051687 1.292805 3.940079 0.094 0.455 -0.235
H -1.292579 -2.083011 5.625739 0.310 -0.328 -0.804
H 2.389816 1.011962 2.147565 0.104 -0.357 0.115
H 1.054837 0.912987 3.720521 0.241 -0.091 -0.150
H 0.856705 0.067127 5.251718 -0.458 -0.125 -0.900
H -3.022331 -0.128169 4.314555 0.598 0.183 0.239
H -5.138132 0.370160 -2.393014 1.283 0.011 -0.443
H -1.566602 5.226562 -3.003010 0.101 0.118 0.289
H -1.535822 0.289433 5.331640 -0.489 0.032 -0.368
H 2.277777 0.989898 -1.985693 -0.237 0.092 -0.658
H 3.991304 0.564039 1.560810 -0.051 -0.118 0.116



Record 3
63
Properties=species:S:1:pos:R:3:forces:R:3 method="wB97M-V/def2-TZVPD" total_charge=0 mol_weight_g_mol=481.00 e_lumo_ev=0.4 orbital_gap_ev=8.673 smiles="CCCCOc1ccc(-c2cncc(C(=O)NCc3cccnc3N3CCOCC3)c2)cc1Cl"
Cl 1.759911 -5.330597 -1.661533 0.012 -0.121 0.141
O 0.103498 0.548263 2.444439 0.254 -0.078 0.051
O 2.328146 -4.573613 -4.346089 -0.096 0.037 0.253
O 1.552153 4.806877 4.413576 0.110 0.112 -0.079
N -3.222211 4.513846 5.419107 0.380 0.177 -0.145
N -2.111482 0.912209 2.708927 -0.221 0.070 0.080
N -2.513895 0.800519 -1.468339 -0.386 0.288 -0.278
N -1.107885 3.920061 4.732897 0.334 -0.006 0.106
C 0.873082 4.950034 5.639526 -0.295 0.140 0.173
C 0.073465 -1.760893 -2.266874 0.167 -0.204 -0.242
C -4.504748 4.267028 5.599931 -0.358 -0.185 -0.031
C 3.504678 -5.629573 -6.108414 -0.264 0.178 -0.035
C -0.433334 3.810067 3.451391 0.367 -0.058 -0.110
C -1.016601 0.606004 1.974744 -0.255 0.004 -0.085
C -2.929187 2.299613 4.556942 -0.079 -0.035 -0.021
C -1.292095 0.355665 0.529420 0.079 -0.052 -0.390
C 2.709016 -4.394567 -5.697246 0.210 -0.109 -0.345
C -2.278407 1.028006 -0.189479 0.187 -0.106 0.383
C 1.070291 3.690474 3.700553 -0.227 -0.152 -0.281
C 1.599226 -3.617152 -3.733655 -0.089 0.054 0.172
C -2.059258 1.143085 4.141626 0.073 0.014 0.129
C -1.778203 -0.092596 -2.100360 0.265 -0.222 0.020
C -4.285555 2.078650 4.732143 0.098 0.253 0.038
C -0.637430 5.098752 5.438356 0.421 -0.022 0.213
C 1.171684 -2.426300 -4.313523 0.152 -0.235 -0.183
C -0.729535 -0.800338 -1.505063 -0.231 0.295 0.353
C 1.246244 -3.856482 -2.396560 0.118 -0.015 -0.189
C -5.107360 3.077301 5.234941 -0.005 -0.019 -0.003
C -2.437265 3.586713 4.869343 -0.471 -0.118 0.150
C 0.417976 -1.518662 -3.592091 -0.053 -0.043 0.257
C 0.504641 -2.948028 -1.674320 0.023 0.078 -0.238
C 4.794927 -4.553126 -8.024217 -0.170 -0.177 -0.050
C 3.833666 -5.657713 -7.599737 0.115 0.100 0.193
C -0.495094 -0.554776 -0.155024 -0.189 0.145 -0.113
H 1.275591 2.764535 4.256651 -0.033 0.034 -0.061
H -5.068987 5.071468 6.053704 -0.144 0.005 0.037
H 5.701642 -4.587133 -7.424760 0.131 0.046 0.056
H 1.066033 4.073080 6.276637 -0.021 0.084 -0.015
H -6.164723 2.918275 5.371159 -0.096 0.008 0.046
H 1.426570 -2.198882 -5.336195 0.050 -0.013 -0.095
H -2.408427 0.240715 4.662209 0.142 0.137 -0.026
H -0.787925 2.953762 2.888510 -0.006 -0.010 0.009
H 1.816115 -4.294004 -6.330204 0.064 0.042 0.055
H 5.071004 -4.676984 -9.068664 0.070 0.077 -0.088
H 4.341953 -3.571738 -7.909878 0.021 0.157 -0.008
H -1.014083 1.310041 4.406863 -0.124 -0.053 0.022
H 4.424264 -5.666114 -5.522403 0.027 -0.041 0.058
H -3.026608 0.860547 2.290201 0.136 -0.024 -0.086
H -2.891835 1.796907 0.263743 -0.008 0.047 0.150
H 2.911142 -6.508079 -5.849013 0.013 -0.004 0.064
H 0.242910 -3.176738 -0.653448 -0.020 -0.063 0.106
H 0.308560 -1.045749 0.373675 0.094 -0.033 0.049
H 1.614697 3.666324 2.755984 -0.047 -0.057 0.033
H -1.146678 5.162941 6.398857 0.093 0.082 -0.051
H 1.286828 5.840788 6.115020 -0.057 -0.060 0.036
H 4.283988 -6.624941 -7.830871 -0.087 -0.022 -0.045
H -0.847718 6.012614 4.865926 -0.036 -0.011 0.074
H -4.697102 1.103765 4.504627 -0.025 -0.110 0.008
H 3.318672 -3.487644 -5.794954 -0.111 -0.029 0.002
H 2.909324 -5.577859 -8.176323 -0.033 -0.096 -0.051
H -0.620842 4.719686 2.857752 -0.011 -0.080 -0.006
H 0.115068 -0.596653 -4.064387 -0.021 0.095 -0.048
H -2.042491 -0.261685 -3.135759 0.061 -0.098 -0.116



Record 4
60
Properties=species:S:1:pos:R:3:forces:R:3 method="wB97M-V/def2-TZVPD" total_charge=0 mol_weight_g_mol=415.54 e_lumo_ev=0.2 orbital_gap_ev=8.326 smiles="Cc1ccccc1C(=O)c1cccn1CC(=O)NCCCN1CCc2ccccc2C1"
O 3.713827 2.634837 1.344566 0.326 0.084 -0.200
O -0.365944 1.952257 0.596114 -0.084 0.102 -0.258
N 1.620011 3.899110 -0.271885 -0.179 0.008 -0.111
N 1.861799 1.740093 2.286226 -0.268 -0.226 0.386
N -0.441566 -1.997973 2.056233 -0.222 -0.152 0.043
C 2.530992 2.689020 1.610173 -0.323 0.423 0.114
C -3.442608 -3.467412 -0.510835 -0.054 0.037 -0.021
C -1.785660 -0.709666 -2.382779 -0.062 0.036 -0.024
C 0.546695 -1.180400 -2.664654 -0.020 -0.017 -0.018
C -0.776996 -1.505304 -2.898259 0.019 -0.005 -0.026
C -1.477520 -1.060192 1.663221 0.116 0.223 0.089
C 2.359536 0.220479 -1.690716 0.075 -0.024 -0.039
C -4.574583 -2.723693 -0.784692 -0.052 -0.094 -0.099
C -1.453405 0.401084 -1.633565 0.050 0.084 -0.032
C -3.699744 -0.935782 0.544027 0.027 -0.048 0.013
C -0.043646 -2.857464 0.961080 -0.115 -0.264 -0.004
C 1.011085 2.935238 -1.042655 -0.040 0.155 -0.417
C 0.148111 1.907574 -0.520293 -0.179 -0.073 0.089
C 0.903184 -0.056377 -1.926706 -0.056 0.050 0.017
C 1.712688 -0.682030 1.866387 -0.116 -0.009 0.191
C -1.213341 -3.771995 0.612607 0.263 0.069 0.025
C 2.314181 4.721055 -1.076472 0.108 0.199 -0.239
C 1.674284 3.893326 1.166459 0.146 -0.204 0.555
C 2.129316 4.338134 -2.389721 0.122 0.152 0.000
C 1.314725 3.209351 -2.373596 -0.142 -0.172 0.409
C -2.431037 -2.957155 0.292693 0.009 0.015 0.078
C 2.459890 0.452357 2.577714 0.247 -0.180 -0.091
C -0.121794 0.745068 -1.415107 -0.125 -0.287 0.012
C -2.557470 -1.677883 0.822460 -0.086 -0.103 0.029
C -4.704127 -1.451170 -0.251852 -0.082 0.117 -0.002
C 0.657575 -1.367599 2.757680 0.123 -0.017 -0.170
H 0.246638 -2.288570 0.060438 0.069 -0.019 0.025
H 2.531717 0.825931 -0.805414 0.117 0.020 0.042
H -3.337188 -4.461551 -0.922709 0.018 -0.107 -0.045
H -2.821629 -0.962890 -2.544623 -0.117 -0.044 0.016
H 1.148797 -2.137459 3.363409 0.023 0.131 0.081
H -3.795131 0.057490 0.959865 -0.012 0.136 0.052
H 2.166390 4.810129 1.498515 -0.031 -0.143 -0.052
H -5.586764 -0.863343 -0.458687 -0.071 0.047 -0.007
H -1.072117 -0.200829 1.102156 -0.020 -0.044 0.088
H 2.539760 4.823686 -3.252465 0.088 0.117 -0.122
H 0.222640 -0.634745 3.442203 0.018 -0.001 0.086
H 2.780869 0.753807 -2.542874 0.105 0.067 0.023
H 1.329734 -1.815683 -3.054509 0.086 -0.071 -0.020
H -1.429721 -4.411067 1.473505 0.078 -0.042 -0.029
H 2.428451 -1.426436 1.516819 0.004 -0.023 -0.061
H -1.021905 -2.386858 -3.471774 -0.025 -0.086 -0.057
H -2.226793 1.022701 -1.207404 -0.085 0.039 0.071
H 0.665638 3.836151 1.579607 0.169 0.099 -0.089
H -5.354086 -3.132951 -1.410918 -0.063 -0.034 -0.045
H -0.952956 -4.415055 -0.230572 -0.025 -0.023 -0.023
H -1.926287 -0.662176 2.581020 0.008 0.057 -0.088
H 2.461169 0.288872 3.660354 0.092 -0.032 -0.040
H 3.495798 0.514026 2.235594 -0.139 -0.006 0.141
H 1.216971 -0.269540 0.986827 0.033 -0.006 -0.099
H 0.851526 1.784293 2.313301 0.160 0.176 -0.147
H 0.953265 2.658406 -3.219720 -0.078 -0.152 -0.127
H 0.812994 -3.453720 1.284946 0.030 0.022 -0.048
H 2.903989 -0.715951 -1.583127 0.041 -0.055 0.027
H 2.899773 5.526446 -0.677612 0.096 0.096 0.149